Entry 1:
Below is 2 unconnected molecules or ions with the total composition C3H8 in a non-equilibrium geometry, with properties calculated with wB97M-V/def2-TZVPD.

The geometry in ORCA input format:
```
! RIJCOSX wB97M-V def2-TZVPD def2/J DEFGRID3
* xyz 1 2
C -3.0563 -0.4863 1.1203
H -2.2267 0.0299 0.6495
H -2.8970 -0.6299 2.1879
H -3.9393 0.1472 0.9782
H -3.2318 -1.4449 0.6371
C 2.4726 0.6397 -0.5013
C 1.3242 -0.0673 -0.8832
H 2.4194 1.4464 0.2229
H 3.3881 0.5327 -1.0753
H 0.4680 0.1363 -0.2386
H 1.4384 -0.6281 -1.8099
*
```

The HOMO-LUMO gap (spin up / spin down) is 9.31 / 5.58 eV. Its HOMO energy (spin up / spin down) is -15.97 / -15.97 eV. Its calculated total energy is -118.67233 a.u. The expectation value of S² is 0.752.

Löwdin atomic charge list, values in e, 4 entries: atom 1 (C): -0.0449, atom 2 (H): -0.0178, atom 3 (H): 0.0216, atom 4 (H): 0.0277

***

Entry 2:
Below is a single C3H8BNO molecule in a non-equilibrium geometry, with properties calculated with wB97M-V/def2-TZVPD.

The geometry in ORCA input format:
```
! RIJCOSX wB97M-V def2-TZVPD def2/J DEFGRID3
* xyz 0 1
B 0.8900 1.3083 0.1125
C -0.6836 1.1490 -0.0104
C -0.9626 -0.3498 -0.4345
C -0.0494 -1.2363 0.2733
N 1.3121 -0.9897 -0.2170
O 1.7079 0.3788 -0.0934
H 1.5878 2.2968 0.2639
H -1.3897 1.2639 0.8261
H -1.0260 1.8389 -0.7200
H -2.0790 -0.5868 -0.1955
H -0.8923 -0.4726 -1.4637
H -0.0807 -0.8473 1.2718
H -0.3861 -2.2191 0.0768
H 2.0516 -1.5341 0.3101
*
```

The HOMO-LUMO gap is 10.10 eV. Its HOMO energy is -9.31 eV. Its calculated total energy is -273.89368 a.u. As for the structure (SMILES): B1CCCNO1.

Löwdin atomic charge list, values in e, 4 entries: atom 1 (B): -0.3903, atom 2 (C): -0.0916, atom 3 (C): -0.2219, atom 4 (C): -0.2310

***

Entry 3:
Below is 2 unconnected molecules or ions with the total composition C3H8BrN2O in a non-equilibrium geometry, with properties calculated with wB97M-V/def2-TZVPD.

The geometry in ORCA input format:
```
! RIJCOSX wB97M-V def2-TZVPD def2/J DEFGRID3
* xyz 1 3
C -0.1167 -0.4568 0.1601
C 0.8493 1.7775 -0.4722
C 0.8844 0.3008 -0.5575
N -0.4208 -2.2041 -0.8905
N -0.8466 -0.3447 1.1997
O -1.0727 -2.9615 -0.0186
Br 2.5988 -0.6157 0.2564
H -0.0626 2.3150 -0.8720
H 1.5325 2.2886 -1.1815
H 0.9798 2.2819 0.5532
H 1.0888 -0.1302 -1.6205
H 0.5741 -2.4527 -0.8588
H -0.9040 0.4132 1.9758
H -1.3836 -1.2455 1.3932
H -1.9904 -2.8237 -0.1374
*
```

The HOMO-LUMO gap (spin up / spin down) is 5.64 / 5.47 eV. Its HOMO energy (spin up / spin down) is -11.25 / -13.83 eV. Its calculated total energy is -2877.33036 a.u. The expectation value of S² is 2.019.

Löwdin atomic charge list, values in e, 4 entries: atom 1 (C): -0.2448, atom 2 (C): -0.1358, atom 3 (C): -0.6344, atom 4 (N): 0.1807

***

Entry 4:
Below is 2 unconnected molecules or ions with the total composition C3H8Cl2O in a non-equilibrium geometry, with properties calculated with wB97M-V/def2-TZVPD.

The geometry in ORCA input format:
```
! RIJCOSX wB97M-V def2-TZVPD def2/J DEFGRID3
* xyz 0 1
O 1.0962 0.4701 1.4233
C -1.2550 0.3803 1.7261
C 0.0093 -0.4407 1.6104
H 1.9216 -0.0527 1.3471
H -1.4108 0.9737 0.8095
H -1.1859 1.0699 2.5842
H -2.1286 -0.2770 1.8724
H 0.1619 -1.0438 2.5261
H -0.0626 -1.1398 0.7551
Cl -1.0417 -0.4152 -3.2334
Cl 1.7644 -1.1884 -2.8398
C 0.6028 0.1363 -2.9147
H 0.9087 0.8408 -3.7118
H 0.6197 0.6867 -1.9543
*
```

The HOMO-LUMO gap is 11.15 eV. Its HOMO energy is -10.41 eV. Its calculated total energy is -1114.70794 a.u. As for the structure (SMILES): ClCCl.CCO.

Löwdin atomic charge list, values in e, 4 entries: atom 1 (O): -0.1039, atom 2 (C): -0.0999, atom 3 (C): -0.3395, atom 4 (H): 0.0939

***

Entry 5:
Below is 2 unconnected molecules or ions with the total composition C3H8ClN in a non-equilibrium geometry, with properties calculated with wB97M-V/def2-TZVPD.

The geometry in ORCA input format:
```
! RIJCOSX wB97M-V def2-TZVPD def2/J DEFGRID3
* xyz 0 1
C 0.0916 -0.7906 -0.9230
C -0.8769 -0.9688 1.4580
C -0.8343 -0.6036 0.0519
N 1.1221 1.6916 -0.8231
Cl -1.7111 0.8243 -0.0821
H 0.8874 0.9042 -0.5766
H 0.9833 -1.2067 -0.5769
H -0.1702 -0.7560 -2.0043
H -1.7547 -0.5856 1.9695
H 0.1124 -0.6008 1.9901
H -0.9049 -2.0625 1.4880
H 1.5845 1.7472 -1.7662
H 1.4708 2.4075 -0.2053
*
```

The HOMO-LUMO gap is 9.43 eV. Its HOMO energy is -8.77 eV. Its calculated total energy is -633.93484 a.u. As for the structure (SMILES): C=C(C)Cl.N.

Löwdin atomic charge list, values in e, 4 entries: atom 1 (C): -0.0771, atom 2 (C): -0.1697, atom 3 (C): -0.8312, atom 4 (N): 0.0569

***

Entry 6:
Below is a single C3H8ClN molecule in a non-equilibrium geometry, with properties calculated with wB97M-V/def2-TZVPD.

The geometry in ORCA input format:
```
! RIJCOSX wB97M-V def2-TZVPD def2/J DEFGRID3
* xyz 0 1
C -0.2791 1.4016 -0.3042
C -0.8519 0.2061 0.4776
C 0.2843 -0.8309 0.5829
H 0.5728 1.0194 -0.9387
H -1.0191 1.6892 -1.0596
H 0.0778 2.2584 0.3753
H -1.1655 0.5378 1.4036
H -0.1973 -1.7407 0.8748
H 1.0399 -0.5743 1.2868
H 0.7571 -1.5374 -1.3310
H 1.9716 -0.6401 -0.6235
N 1.0822 -1.0957 -0.5110
Cl -2.2727 -0.6934 -0.2329
*
```

The HOMO-LUMO gap is 10.03 eV. Its HOMO energy is -9.02 eV. Its calculated total energy is -634.02271 a.u. As for the structure (SMILES): C[C@@H](Cl)CN.

Löwdin atomic charge list, values in e, 4 entries: atom 1 (C): -0.1202, atom 2 (C): -0.6761, atom 3 (C): -0.3793, atom 4 (H): 0.0654